Computed, not measured: a cluster of 12 separate species, C46H110Cl4N6O22P4 in total, with the ωB97M-V functional and the def2-TZVPD basis.

Structure (XYZ):
```
192
Properties=species:S:1:pos:R:3
C 1.55 -6.93 -3.15
C 1.23 -6.07 -1.92
O 2.39 -5.96 -1.08
P 2.37 -6.50 0.41
O 3.63 -6.34 1.13
O 1.89 -8.02 0.25
C 2.73 -9.00 -0.35
C 3.70 -9.64 0.63
O 1.06 -5.83 1.02
C 0.89 -5.74 2.45
C 0.39 -4.36 2.81
H 1.12 -7.93 -3.04
H 1.08 -6.54 -4.05
H 2.63 -6.98 -3.29
H 0.89 -5.09 -2.25
H 0.42 -6.53 -1.34
H 2.05 -9.78 -0.69
H 3.33 -8.58 -1.16
H 4.65 -9.95 0.19
H 3.91 -9.01 1.50
H 3.32 -10.58 1.04
H 0.20 -6.53 2.77
H 1.82 -5.98 2.97
H 1.19 -3.63 2.72
H -0.54 -4.08 2.32
H 0.17 -4.34 3.88
C -0.01 -4.82 -6.41
C -1.29 -4.72 -5.58
O -2.25 -3.90 -6.26
P -3.74 -3.85 -5.68
O -3.96 -4.73 -4.52
O -4.00 -2.33 -5.34
C -3.01 -1.50 -4.75
C -3.38 -1.03 -3.35
O -4.66 -4.01 -6.94
C -5.20 -5.31 -7.30
C -6.20 -5.10 -8.41
H 0.53 -3.89 -6.58
H 0.56 -5.66 -6.02
H -0.32 -5.21 -7.38
H -1.66 -5.75 -5.48
H -1.07 -4.36 -4.58
H -2.02 -1.96 -4.68
H -2.83 -0.62 -5.37
H -3.52 -1.90 -2.69
H -2.59 -0.40 -2.95
H -4.32 -0.48 -3.34
H -4.37 -5.94 -7.62
H -5.72 -5.69 -6.42
H -6.59 -6.05 -8.77
H -7.05 -4.52 -8.04
H -5.77 -4.54 -9.24
C 3.56 3.67 7.48
C 2.08 3.74 7.84
O 1.35 2.97 6.89
P -0.26 2.99 6.92
O -0.82 3.64 8.10
O -0.65 3.63 5.51
C -0.22 4.98 5.32
C -0.89 5.61 4.10
O -0.66 1.45 6.76
C -0.35 0.74 5.55
C 0.93 -0.03 5.77
H 4.06 2.76 7.78
H 3.59 3.75 6.39
H 4.08 4.55 7.87
H 1.90 3.38 8.85
H 1.76 4.78 7.91
H -0.51 5.59 6.18
H 0.87 5.07 5.23
H -0.59 6.65 4.06
H -0.61 5.06 3.20
H -1.97 5.60 4.18
H -1.18 0.04 5.41
H -0.34 1.38 4.66
H 0.76 -0.76 6.57
H 1.22 -0.58 4.88
H 1.71 0.66 6.08
C -2.12 3.42 0.66
C -2.25 2.50 -0.54
O -1.39 1.33 -0.55
P 0.16 1.36 -0.74
O 0.71 2.08 -1.90
O 0.73 1.95 0.65
C 2.17 2.00 0.75
C 2.56 2.60 2.09
O 0.56 -0.18 -0.76
C 0.11 -1.09 0.29
C -0.94 -2.01 -0.30
H -2.35 2.93 1.60
H -1.19 3.96 0.80
H -2.87 4.20 0.55
H -3.26 2.10 -0.51
H -2.17 3.07 -1.47
H 2.55 0.98 0.69
H 2.57 2.61 -0.06
H 3.62 2.84 2.03
H 1.97 3.49 2.30
H 2.40 1.92 2.91
H 0.98 -1.66 0.62
H -0.31 -0.46 1.08
H -0.57 -2.71 -1.04
H -1.40 -2.57 0.52
H -1.71 -1.39 -0.77
C 3.84 -3.02 1.62
N 4.17 -1.64 1.33
C 4.20 -1.24 -0.05
C 4.42 -0.78 2.34
O 4.65 0.41 2.21
H 2.92 -3.28 1.08
H 3.60 -3.14 2.68
H 4.58 -3.74 1.28
H 4.42 -0.18 -0.13
H 4.95 -1.78 -0.63
H 3.24 -1.40 -0.53
H 4.38 -1.27 3.33
C -0.41 5.42 -6.07
N -0.98 4.95 -4.82
C -0.39 3.73 -4.32
C -1.92 5.62 -4.12
O -2.40 5.23 -3.07
H -0.73 6.43 -6.34
H -0.70 4.82 -6.94
H 0.67 5.46 -5.96
H 0.67 3.79 -4.08
H -0.89 3.49 -3.38
H -0.56 2.88 -4.98
H -2.19 6.58 -4.59
C -5.52 4.81 -1.33
N -5.18 5.38 -0.04
C -4.60 6.70 -0.02
C -5.39 4.66 1.09
O -5.25 5.13 2.21
H -4.60 4.65 -1.90
H -6.09 5.51 -1.96
H -6.06 3.87 -1.20
H -5.42 7.42 -0.14
H -4.09 6.92 0.92
H -3.96 6.92 -0.88
H -5.72 3.64 0.89
C -4.35 -0.60 0.62
N -5.22 0.49 1.05
C -4.78 1.30 2.20
C -6.20 0.86 0.21
O -6.95 1.80 0.40
H -4.88 -1.55 0.60
H -3.52 -0.77 1.31
H -3.95 -0.42 -0.38
H -4.31 0.63 2.92
H -4.00 1.98 1.88
H -5.68 1.75 2.61
H -6.32 0.18 -0.65
C -2.18 -5.96 0.21
N -2.85 -5.67 -1.05
C -2.84 -6.74 -2.03
C -3.52 -4.52 -1.25
O -3.74 -3.68 -0.39
H -2.24 -5.10 0.87
H -1.16 -6.28 -0.01
H -2.66 -6.82 0.69
H -1.98 -6.74 -2.70
H -2.91 -7.70 -1.52
H -3.73 -6.64 -2.65
H -3.90 -4.43 -2.28
C 6.20 3.48 3.32
N 7.43 4.06 3.77
C 7.32 4.98 4.89
C 8.61 3.70 3.22
O 9.70 4.10 3.61
H 5.53 4.22 2.87
H 5.63 3.07 4.17
H 6.27 2.74 2.52
H 6.48 5.64 4.68
H 7.08 4.39 5.78
H 8.23 5.56 4.99
H 8.51 3.01 2.37
Cl 5.27 5.03 -0.18
C 4.84 3.72 -1.34
C 5.23 4.09 -2.74
Cl 6.98 4.26 -2.96
H 3.76 3.54 -1.28
H 5.26 2.79 -0.95
H 4.76 5.05 -2.98
H 4.93 3.30 -3.43
Cl 1.41 6.41 -2.21
C 1.07 5.19 -1.01
C 0.85 5.80 0.36
Cl -0.80 6.47 0.51
H 1.86 4.44 -0.89
H 0.26 4.55 -1.35
H 1.56 6.63 0.46
H 0.91 5.09 1.18
```

Summary:
Multiplicity: 1
E_HOMO, eV: -8.58
SMILES: CCOP(=O)(OCC)OCC.CCOP(=O)(OCC)OCC.CCOP(=O)(OCC)OCC.CCOP(=O)(OCC)OCC.CN(C)C=O.CN(C)C=O.CN(C)C=O.CN(C)C=O.CN(C)C=O.CN(C)C=O.ClCCCl.ClCCCl
Maximum force, hartree/bohr: 0.0363
Calculated total energy, a.u.: -7009.17204
Frontier orbital gap, eV: 8.67
Molar mass, g mol⁻¹: 1365.11
Total charge: 0